# 1
DFT (ωB97M-V with the def2-TZVPD basis set) results for a 7-piece molecular cluster, C16H46O9 overall.

Positions of all 71 atoms, in Å:
C -2.529 -2.377 -2.009
C -3.542 -1.650 -2.960
C -4.382 -0.607 -2.260
O -2.840 -1.180 -4.122
H -3.219 -2.704 -1.183
H -1.783 -1.742 -1.541
H -2.104 -3.342 -2.309
H -4.181 -2.449 -3.211
H -4.952 -1.207 -1.498
H -5.083 -0.176 -2.913
H -3.843 0.148 -1.674
H -3.502 -0.799 -4.704
C 1.053 -0.556 5.699
C -0.331 -0.234 5.280
C -0.537 0.804 4.234
O -0.978 -1.449 4.804
H 1.652 -0.925 4.893
H 0.950 -1.378 6.401
H 1.569 0.227 6.235
H -0.913 -0.006 6.179
H -0.367 0.460 3.190
H 0.135 1.601 4.332
H -1.531 1.285 4.276
H -0.660 -1.709 3.925
O -1.625 0.528 -0.280
C -0.405 -0.016 0.174
C -0.798 -1.107 1.187
O 0.216 -1.653 2.006
H -1.578 1.267 -0.898
H 0.341 -0.375 -0.549
H 0.107 0.805 0.698
H -1.429 -1.834 0.709
H -1.438 -0.593 1.855
H 0.908 -2.119 1.474
O -0.039 -0.326 -4.432
C 0.001 0.455 -5.622
C -0.179 1.929 -5.410
O -1.563 2.185 -5.133
H -0.841 -0.882 -4.364
H 1.002 0.331 -5.996
H -0.742 0.057 -6.314
H 0.113 2.398 -6.332
H 0.425 2.351 -4.566
H -1.664 3.140 -5.308
C 2.548 -5.090 2.320
C 1.990 -4.777 0.931
O 2.083 -3.359 0.613
H 2.017 -4.489 3.030
H 3.648 -4.865 2.395
H 2.397 -6.160 2.628
H 0.911 -4.960 0.924
H 2.390 -5.314 0.129
H 2.720 -3.197 -0.098
C 4.738 3.081 1.819
C 3.427 2.375 1.657
O 2.571 2.745 2.726
H 5.455 2.925 1.023
H 5.231 2.925 2.802
H 4.596 4.198 1.801
H 3.728 1.332 1.852
H 3.046 2.555 0.652
H 1.866 2.090 2.735
C -0.379 3.802 -0.386
C -0.243 3.448 -1.843
O -1.282 2.583 -2.166
H -0.553 2.907 0.203
H -1.170 4.532 -0.210
H 0.436 4.372 -0.007
H 0.738 3.052 -1.988
H -0.347 4.427 -2.416
H -1.458 2.288 -3.092

Output
Calculated total energy in eV: -35762.6546
Orbital gap in eV: 10.0072
Energy above the lowest of the compared OMol25 structures with the same formula, charge and spin in kJ/mol: 105.5
Maximum force in eV/A: 2.92
Structure (SMILES): CC(C)O.CC(C)O.OCCO.OCCO.CCO.CCO.CCO
Lowest unoccupied orbital energy in eV: 0.4602

# 2
DFT (ωB97M-V with the def2-TZVPD basis set) results for a 6-piece molecular cluster, C20H42NO11S4 overall.

Positions of all 78 atoms, in Å:
N -1.213 -0.877 -1.373
H -1.369 -1.602 -2.096
H -0.485 -1.297 -0.537
H -2.068 -0.606 -0.896
H -0.691 0.013 -1.890
C -6.434 4.062 -3.143
C -5.084 4.037 -3.782
C -4.102 4.828 -2.852
O -3.612 3.698 -2.121
C -3.783 2.582 -2.719
O -3.210 1.559 -2.324
O -4.634 2.737 -3.724
H -7.023 3.367 -3.826
H -6.859 4.996 -3.069
H -6.378 3.591 -2.298
H -5.110 4.333 -4.643
H -4.395 5.762 -2.179
H -3.360 5.255 -3.505
C -0.471 -6.661 1.121
C 0.392 -6.312 2.226
C 1.575 -5.510 1.635
S 1.048 -4.595 0.324
O 1.892 -4.760 -0.858
O 0.567 -3.244 0.649
C -0.449 -5.495 -0.035
H -1.625 -7.069 1.421
H 0.011 -7.526 0.649
H 0.795 -6.989 3.022
H -0.068 -5.615 2.990
H 2.334 -6.251 1.243
H 2.213 -4.937 2.182
H -0.535 -6.132 -0.911
H -1.361 -4.913 0.062
C 1.666 5.403 -0.560
C 0.126 5.342 -0.186
C -0.041 3.915 0.440
S 0.911 2.861 -0.532
O 0.110 2.342 -1.604
O 1.630 1.945 0.354
C 2.078 4.018 -1.273
H 2.224 5.639 0.359
H 2.093 6.107 -1.381
H -0.561 5.483 -1.083
H -0.106 6.237 0.540
H -1.083 3.554 0.355
H 0.452 3.637 1.550
H 1.874 3.907 -2.365
H 3.074 3.731 -1.040
C -0.037 -1.213 3.467
C -1.477 -1.744 3.062
C -2.502 -0.634 3.189
S -1.706 0.694 2.519
O -2.127 1.830 3.205
O -1.944 0.626 1.115
C -0.020 0.148 2.900
H 0.830 -1.677 3.137
H -0.012 -1.203 4.518
H -1.670 -2.572 3.823
H -1.279 -2.365 2.173
H -2.639 -0.385 4.154
H -3.414 -0.977 2.614
H 0.252 0.801 3.512
H 0.458 0.319 1.949
C 5.381 -0.678 0.286
C 5.480 -1.738 -0.785
C 4.093 -2.225 -1.252
S 3.128 -0.692 -1.138
O 1.815 -0.921 -0.886
O 3.474 0.228 -2.180
C 3.907 -0.208 0.481
H 5.845 0.362 -0.115
H 5.739 -0.966 1.149
H 6.194 -2.774 -0.482
H 6.048 -1.321 -1.673
H 3.619 -2.943 -0.620
H 4.145 -2.339 -2.294
H 3.374 -0.791 1.225
H 4.104 0.789 0.664

Output
Calculated total energy in eV: -88760.0917
Orbital gap in eV: 10.0140
Energy above the lowest of the compared OMol25 structures with the same formula, charge and spin in kJ/mol: 280.3
Charge: +1
Maximum force in eV/A: 10.63
Lowest unoccupied orbital energy in eV: -1.9948

# 3
DFT (ωB97M-V with the def2-TZVPD basis set) results for C18H25Cl5MoN3O2P as an isolated structure.

Positions of all 55 atoms, in Å:
Mo -1.171 0.117 0.643
N -3.885 2.607 2.626
C -3.095 2.003 1.762
O -2.578 0.888 2.037
C -2.814 2.610 0.419
C -1.503 2.027 -0.119
H -4.078 2.177 3.519
H -4.287 3.509 2.431
H -2.809 3.700 0.468
H -3.648 2.330 -0.232
H -0.636 2.555 0.306
H -1.428 2.101 -1.204
Cl 1.726 2.072 1.502
C 1.357 0.706 2.504
C 0.255 -0.079 2.195
C 0.032 -1.186 2.992
Cl -1.317 -2.161 2.483
C 0.810 -1.532 4.081
Cl 0.451 -2.920 5.008
C 1.898 -0.707 4.388
Cl 2.891 -1.080 5.722
C 2.176 0.411 3.593
Cl 3.525 1.400 3.950
C -4.712 -1.855 -1.579
P -3.152 -2.294 -0.838
C -3.415 -3.632 0.311
C -2.019 -2.838 -2.106
O -2.594 -1.032 -0.133
H -5.130 -2.722 -2.093
H -4.564 -1.049 -2.298
H -5.404 -1.531 -0.802
H -3.931 -4.441 -0.208
H -4.033 -3.292 1.143
H -2.462 -4.006 0.682
H -2.419 -3.716 -2.616
H -1.063 -3.097 -1.650
H -1.874 -2.039 -2.832
N 0.418 -0.198 -0.694
C 1.433 -0.011 -1.237
N 2.564 0.181 -1.808
C 2.677 0.888 -3.104
C 3.617 2.076 -2.957
C 4.958 1.641 -2.367
C 4.762 0.945 -1.021
C 3.827 -0.248 -1.157
H 1.681 1.192 -3.420
H 3.069 0.176 -3.834
H 3.152 2.827 -2.311
H 3.755 2.529 -3.939
H 5.607 2.507 -2.246
H 5.461 0.962 -3.063
H 4.348 1.645 -0.292
H 5.716 0.590 -0.630
H 3.582 -0.686 -0.191
H 4.273 -1.021 -1.786

Output
Calculated total energy in eV: -101382.2533
Orbital gap (alpha / beta) in eV: 7.2311 / 7.5250
Charge: +2
Maximum force in eV/A: 0.53
<S²>: 2.0232
Lowest unoccupied orbital energy (alpha / beta) in eV: -6.5804 / -6.5282
Spin multiplicity: 3

# 4
DFT (ωB97M-V with the def2-TZVPD basis set) results for C42H113FeN5O18 as an isolated structure.

Positions of all 179 atoms, in Å:
Fe -5.336 20.262 1.976
C -7.333 23.298 0.347
C -8.016 22.127 1.079
C -8.896 21.329 0.129
O -7.182 21.258 1.800
H -6.679 22.898 -0.428
H -6.822 23.987 1.019
H -8.151 23.784 -0.185
H -8.681 22.598 1.803
H -8.340 21.056 -0.769
H -9.695 22.016 -0.149
H -9.283 20.405 0.559
C -3.717 22.800 -0.619
C -3.986 21.387 -1.128
C -2.591 20.796 -1.544
O -4.595 20.522 -0.157
H -3.293 23.415 -1.413
H -2.978 22.914 0.174
H -4.613 23.376 -0.384
H -4.616 21.429 -2.016
H -2.670 19.741 -1.808
H -1.936 20.807 -0.673
H -2.144 21.386 -2.344
C -11.140 26.768 -4.983
O -10.052 25.902 -4.621
C -8.913 26.502 -3.969
C -8.292 25.368 -3.121
N -7.954 24.284 -4.011
C -7.629 23.127 -3.092
C -7.361 21.874 -3.894
O -8.593 21.297 -4.353
C -8.387 20.197 -5.264
H -11.727 26.762 -4.065
H -11.626 26.318 -5.849
H -10.881 27.817 -5.126
H -9.180 27.258 -3.231
H -8.212 26.907 -4.698
H -8.999 25.190 -2.311
H -7.367 25.698 -2.646
H -8.763 24.014 -4.553
H -8.416 22.844 -2.393
H -6.750 23.383 -2.500
H -6.875 21.151 -3.238
H -6.605 22.131 -4.636
H -7.591 20.318 -5.999
H -9.294 20.131 -5.866
H -8.319 19.249 -4.730
C -2.217 25.724 2.092
O -3.140 24.685 2.102
C -3.777 24.431 3.338
C -4.730 23.178 3.158
N -4.066 22.032 2.513
C -2.935 21.635 3.311
C -2.253 20.457 2.642
O -3.232 19.468 2.262
C -2.632 18.326 1.663
H -1.506 25.514 2.892
H -2.587 26.734 2.265
H -1.707 25.759 1.129
H -4.369 25.280 3.679
H -3.080 24.117 4.115
H -5.460 23.580 2.457
H -5.160 22.907 4.122
H -3.680 22.488 1.699
H -3.242 21.484 4.346
H -2.203 22.433 3.438
H -1.551 20.065 3.378
H -1.622 20.759 1.807
H -2.005 17.713 2.310
H -2.128 18.465 0.706
H -3.465 17.738 1.277
C 2.326 14.491 -8.387
O 2.150 14.129 -7.022
C 1.316 15.007 -6.312
C 1.187 14.501 -4.852
N 0.150 15.276 -4.114
C 0.029 14.775 -2.713
C -0.995 15.611 -1.881
O -2.287 15.533 -2.350
C -3.143 16.603 -1.898
H 1.408 14.520 -8.974
H 3.014 13.740 -8.776
H 2.812 15.459 -8.505
H 0.324 15.021 -6.762
H 1.703 16.026 -6.304
H 2.107 14.655 -4.288
H 0.990 13.429 -4.818
H -0.710 15.153 -4.628
H 1.015 14.893 -2.264
H -0.376 13.770 -2.831
H -0.655 16.644 -1.810
H -0.972 15.251 -0.853
H -4.160 16.371 -2.213
H -2.824 17.551 -2.331
H -3.175 16.825 -0.831
C 3.877 18.809 1.443
O 2.713 19.596 1.362
C 2.167 19.702 0.030
C 1.020 20.657 -0.072
N 1.456 21.988 0.270
C 0.434 23.031 0.032
C 0.857 24.255 0.834
O 0.878 24.029 2.205
C 1.333 25.244 2.818
H 4.658 19.210 0.798
H 3.683 17.760 1.218
H 4.235 18.781 2.472
H 1.894 18.709 -0.328
H 2.967 20.062 -0.617
H 0.333 20.173 0.622
H 0.572 20.693 -1.065
H 1.947 22.073 1.149
H -0.594 22.733 0.234
H 0.522 23.273 -1.027
H 0.151 25.030 0.536
H 1.830 24.560 0.449
H 0.627 26.047 2.601
H 2.300 25.532 2.407
H 1.544 25.185 3.885
C -4.901 26.560 0.013
O -5.124 27.962 -0.048
C -4.572 28.674 1.051
C -4.898 30.152 0.686
N -3.978 30.675 -0.341
C -4.440 31.982 -0.825
C -3.546 32.502 -1.967
O -3.558 31.604 -3.072
C -3.405 32.243 -4.340
H -5.036 25.992 -0.907
H -5.627 26.188 0.736
H -3.905 26.272 0.348
H -3.507 28.464 1.145
H -5.157 28.436 1.940
H -4.787 30.746 1.593
H -5.955 30.231 0.430
H -3.828 30.048 -1.118
H -4.661 32.701 -0.036
H -5.481 31.937 -1.144
H -2.520 32.475 -1.599
H -3.850 33.523 -2.199
H -3.032 31.501 -5.046
H -2.657 33.035 -4.290
H -4.340 32.714 -4.642
C -2.327 26.906 -3.038
O -0.935 26.521 -3.116
H -2.638 27.327 -3.994
H -2.927 26.026 -2.809
H -2.438 27.609 -2.212
H -0.833 25.901 -3.842
C -4.583 24.529 -4.667
O -5.685 25.363 -5.045
H -4.402 24.666 -3.601
H -4.778 23.472 -4.848
H -3.702 24.740 -5.274
H -6.508 24.982 -4.729
C -1.166 23.110 -3.836
O -0.461 24.155 -4.488
H -2.228 23.282 -4.012
H -0.901 22.069 -4.023
H -1.056 23.221 -2.758
H -0.754 24.200 -5.401
C -4.158 19.937 -4.857
O -4.285 19.633 -6.238
H -3.233 20.464 -4.623
H -5.013 20.495 -4.476
H -4.070 19.016 -4.281
H -4.930 18.959 -6.465
C -7.052 18.361 -1.903
O -5.708 18.320 -1.538
H -7.352 19.295 -1.429
H -7.236 18.358 -2.977
H -7.507 17.449 -1.516
H -5.426 19.170 -1.191
C -7.572 17.895 1.402
O -6.258 18.307 1.179
H -7.772 16.876 1.069
H -7.913 17.799 2.432
H -8.295 18.531 0.891
H -6.007 18.113 0.272

Output
Calculated total energy in eV: -124060.8809
Orbital gap (alpha / beta) in eV: 7.3222 / 4.3167
Charge: +1
Maximum force in eV/A: 4.13
<S²>: 8.7742
Lowest unoccupied orbital energy (alpha / beta) in eV: -2.7055 / -5.7110
Spin multiplicity: 6

# 5
DFT (ωB97M-V with the def2-TZVPD basis set) results for an isolated ion of composition C3H10N3 and charge +1.

Positions of all 16 atoms, in Å:
C -1.008 -1.891 0.903
C 0.111 -0.849 0.859
N -0.352 0.154 -0.008
C 0.348 1.034 -0.673
N -0.056 1.905 -1.622
N 1.704 1.125 -0.356
H -1.527 -2.459 0.101
H -0.697 -2.787 1.544
H -1.975 -1.350 1.231
H 0.949 -1.456 0.419
H 0.196 -0.458 1.832
H -1.365 0.228 -0.057
H -1.055 2.169 -1.793
H 0.649 2.108 -2.414
H 1.913 2.054 -0.255
H 2.166 0.473 0.288

Output
Calculated total energy in eV: -7736.6938
Orbital gap in eV: 11.9531
Energy above the lowest of the compared OMol25 structures with the same formula, charge and spin in kJ/mol: 151.5
Charge: +1
Maximum force in eV/A: 3.75
Structure (SMILES): CCNC(N)=[NH2+]
Lowest unoccupied orbital energy in eV: -3.0940

# 6
DFT (ωB97M-V with the def2-TZVPD basis set) results for one molecule with the formula C3H9NS.

Positions of all 14 atoms, in Å:
C -2.370 0.166 1.031
N -0.952 -0.192 0.901
C -0.270 0.797 0.055
S 1.410 0.266 -0.350
C 0.993 -1.185 -1.291
H -2.857 0.086 0.055
H -2.872 -0.525 1.692
H -2.526 1.182 1.416
H -0.552 -0.085 1.827
H -0.202 1.780 0.521
H -0.776 0.855 -0.901
H 1.944 -1.622 -1.603
H 0.401 -1.002 -2.188
H 0.447 -1.920 -0.714

Output
Calculated total energy in eV: -15581.8633
Orbital gap in eV: 9.6006
Energy above the lowest of the compared OMol25 structures with the same formula, charge and spin in kJ/mol: 45.1
Maximum force in eV/A: 0.93
Structure (SMILES): CNCSC
Lowest unoccupied orbital energy in eV: 1.0167

# 7
DFT (ωB97M-V with the def2-TZVPD basis set) results for a 3-piece molecular cluster, C11H22BFNO8S overall.

Positions of all 45 atoms, in Å:
C 1.995 -1.341 -2.710
C 1.862 0.260 -3.126
C 1.429 1.147 -1.818
F 1.770 2.589 -2.037
S -0.388 1.089 -1.374
O -0.982 2.703 -1.620
B -1.404 0.040 -2.553
N -1.418 0.415 -4.024
O -2.181 -1.095 -1.953
H 0.945 -1.854 -2.604
H 2.648 -1.940 -3.503
H 2.537 -1.351 -1.646
H 2.972 0.597 -3.403
H 1.220 0.441 -4.088
H 2.031 0.717 -0.883
H -0.852 2.884 -2.599
H -2.320 0.843 -4.329
H -1.111 -0.365 -4.645
H -1.732 -1.333 -1.081
C 3.550 3.643 1.755
C 3.803 2.428 2.625
C 5.193 1.882 2.492
O 5.014 0.512 2.802
C 3.729 0.204 2.454
O 3.288 -0.930 2.376
O 3.003 1.335 2.203
H 2.521 3.994 1.885
H 4.232 4.460 2.006
H 3.664 3.398 0.693
H 3.554 2.650 3.670
H 5.892 2.349 3.191
H 5.597 1.957 1.477
C -6.032 -2.487 0.668
C -4.729 -2.929 1.304
C -4.584 -2.488 2.729
O -3.179 -2.401 2.881
C -2.675 -2.124 1.642
O -1.529 -1.766 1.427
O -3.626 -2.297 0.674
H -6.081 -2.826 -0.372
H -6.894 -2.888 1.209
H -6.107 -1.394 0.642
H -4.605 -4.014 1.201
H -5.006 -3.211 3.433
H -5.015 -1.502 2.928

Output
Calculated total energy in eV: -43855.5119
Orbital gap in eV: 7.5084
Charge: +1
Maximum force in eV/A: 5.63
Lowest unoccupied orbital energy in eV: -5.4943

# 8
DFT (ωB97M-V with the def2-TZVPD basis set) results for a 2-piece molecular cluster, CH9NSi2 overall.

Positions of all 13 atoms, in Å:
C -1.429 0.517 -0.123
N 1.634 -1.603 1.880
Si 0.075 0.077 -1.211
Si 0.527 -1.176 3.022
H -2.045 1.315 -0.558
H -2.163 -0.364 -0.106
H -1.310 0.666 0.874
H 2.351 -2.259 2.303
H 2.084 -1.028 1.165
H 1.376 0.644 -0.748
H -0.220 0.340 -2.716
H 0.162 -1.443 -1.161
H -0.294 -0.185 2.236

Output
Calculated total energy in eV: -18426.3897
Orbital gap in eV: 8.5663
Energy above the lowest of the compared OMol25 structures with the same formula, charge and spin in kJ/mol: 108.8
Maximum force in eV/A: 4.11
Lowest unoccupied orbital energy in eV: 0.3231